{
  "formula": "H24O12",
  "method": "wB97M-V/def2-TZVPD",
  "lumo_energy_ev": [-3.5, -10.2],
  "multiplicity": 2,
  "max_force_ev_per_a": 2.1,
  "relative_energy_kcal_mol": 15.43,
  "e_tot_ha": -916.906329,
  "total_charge": 1,
  "orbital_gap_ha": [0.3814, 0.1312],
  "elements": ["O", "H", "H", "O", "H", "H", "O", "H", "H", "O", "H", "H", "O", "H", "H", "O", "H", "H", "O", "H", "H", "O", "H", "H", "O", "H", "H", "O", "H", "H", "O", "H", "H", "O", "H", "H"],
  "coordinates": [[-2.664, 1.926, 1.071], [-2.166, 2.493, 0.482], [-3.570, 2.218, 0.977], [1.978, -2.845, -1.346], [2.117, -2.159, -0.693], [2.800, -3.334, -1.359], [-1.386, -2.468, -1.248], [-0.567, -2.210, -0.825], [-1.163, -2.544, -2.176], [-1.252, 1.058, -2.275], [-0.823, 1.091, -3.130], [-1.556, 1.953, -2.124], [-3.092, -0.710, 1.342], [-2.802, 0.196, 1.228], [-2.713, -1.178, 0.598], [0.034, -2.132, 1.764], [-0.523, -1.395, 1.511], [0.901, -1.905, 1.428], [-0.121, -0.003, 0.002], [0.796, 0.259, -0.082], [-0.555, 0.402, -0.749], [-3.518, -0.573, -1.907], [-3.098, 0.187, -2.310], [-2.811, -1.209, -1.801], [2.902, 2.544, 1.397], [3.358, 2.922, 2.149], [2.054, 2.267, 1.744], [0.475, 1.561, 2.137], [-0.014, 2.380, 2.218], [0.052, 1.099, 1.414], [2.557, 0.882, -0.969], [2.850, 1.479, -0.280], [2.688, 1.371, -1.782], [2.667, -1.355, 0.966], [2.827, -1.559, 1.888], [3.338, -0.710, 0.743]],
  "forces_ev_per_a": [[0.1248, -0.3177, 0.0422], [0.2306, 0.1348, -0.1054], [-0.4810, 0.2061, 0.1057], [-0.5429, 0.0029, -0.3726], [0.2564, 0.1391, 0.2564], [0.1505, -0.1916, -0.0351], [-0.7810, 0.3813, 0.1152], [0.5117, -0.0154, 0.1560], [0.2432, -0.3535, -0.3230], [-0.2310, 0.0468, 0.1620], [0.3022, -0.1016, -0.3728], [-0.0732, 0.4224, -0.0488], [-0.6393, -1.2823, 0.5312], [0.5445, 1.9894, -0.1039], [0.2912, -0.8650, -0.9822], [-0.7118, -0.7840, 0.5712], [-0.0564, 0.5746, -0.0035], [0.6447, 0.2204, -0.5262], [-0.5758, -0.3677, 0.8190], [1.0240, 0.0101, -0.4518], [-0.2318, 0.1390, -0.7948], [-0.9742, 0.1028, 0.5711], [0.2950, 0.3071, -0.1764], [0.6511, -0.7142, 0.1147], [0.5815, 0.1142, -0.4890], [0.3468, 0.1179, 0.0386], [-0.7060, -0.4023, 0.2552], [0.2189, 0.3730, 0.5371], [-0.2319, 0.2667, 0.3233], [-0.3021, -0.4563, -0.4321], [-0.4350, -0.5044, -0.0304], [0.3292, 0.6283, 0.6563], [0.0848, 0.0163, -0.2879], [-0.2832, -0.0374, 0.1837], [0.2551, -0.1837, 0.3944], [0.1704, 0.3839, -0.2973]],
  "nbo_charge": [-0.955, 0.488, 0.502, -0.966, 0.480, 0.480, -0.963, 0.500, 0.489, -0.965, 0.508, 0.487, -0.492, 0.503, 0.499, -0.727, 0.477, 0.491, -1.017, 0.519, 0.506, -0.825, 0.482, 0.490, -0.997, 0.487, 0.492, -0.959, 0.477, 0.485, -0.991, 0.506, 0.487, -0.984, 0.495, 0.511]
}

=====

{
  "formula": "H24O12Xe",
  "method": "wB97M-V/def2-TZVPD",
  "lumo_energy_ev": -0.3,
  "multiplicity": 1,
  "max_force_ev_per_a": 0.9,
  "relative_energy_kcal_mol": 23.74,
  "e_tot_ha": -1246.619068,
  "total_charge": 0,
  "orbital_gap_ha": 0.3797,
  "elements": ["Xe", "O", "H", "H", "O", "H", "H", "O", "H", "H", "O", "H", "H", "O", "H", "H", "O", "H", "H", "O", "H", "H", "O", "H", "H", "O", "H", "H", "O", "H", "H", "O", "H", "H", "O", "H", "H"],
  "coordinates": [[0.457, 0.254, -0.325], [-0.874, 3.039, -3.645], [-1.163, 3.683, -2.999], [-1.108, 2.193, -3.262], [3.002, -2.834, 0.296], [3.652, -2.694, -0.393], [2.207, -3.088, -0.173], [2.794, 1.119, 3.142], [2.991, 1.439, 4.023], [2.376, 1.860, 2.705], [-1.538, 3.080, 0.680], [-1.820, 2.240, 1.043], [-0.700, 3.256, 1.107], [1.399, -1.035, -4.321], [0.646, -0.895, -3.747], [2.031, -0.366, -4.055], [1.393, 3.265, 2.128], [1.889, 3.898, 2.648], [1.857, 3.226, 1.292], [-1.278, -0.235, -3.458], [-2.083, -0.456, -2.989], [-1.518, -0.283, -4.383], [0.078, -3.171, -0.623], [-0.012, -2.956, 0.306], [-0.147, -4.099, -0.677], [-2.262, -2.841, -2.054], [-2.766, -2.051, -1.858], [-1.395, -2.669, -1.687], [0.386, -2.482, 2.009], [0.016, -2.189, 2.842], [1.295, -2.184, 2.032], [-2.952, 0.762, 1.289], [-2.593, -0.006, 1.733], [-3.047, 0.489, 0.376], [-0.595, 1.250, 3.691], [-0.900, 0.385, 3.967], [0.281, 1.095, 3.339]],
  "forces_ev_per_a": [[0.0769, 0.0637, -0.0373], [0.1023, 0.1290, -0.2425], [-0.0654, 0.1907, 0.1961], [-0.0030, -0.4338, 0.0821], [0.1235, 0.0702, 0.4238], [0.1918, 0.0848, -0.1027], [-0.5090, -0.1041, -0.3311], [0.1974, -0.7340, 0.1437], [0.0967, -0.0130, 0.2619], [-0.3586, 0.3717, -0.1773], [0.1650, 0.5218, -0.5007], [-0.3335, -0.3975, 0.3412], [0.2057, 0.1273, 0.2392], [0.2658, -0.2168, -0.2336], [-0.4297, 0.0402, 0.2491], [0.1569, 0.1677, 0.0027], [-0.1830, -0.1898, -0.0325], [0.0096, 0.4238, 0.2043], [0.0960, 0.1003, -0.5111], [0.1970, 0.4291, 0.2083], [-0.0903, -0.1821, 0.0436], [-0.0019, -0.0256, -0.4022], [0.3517, -0.0530, -0.6972], [-0.0910, 0.2744, 0.8126], [-0.0709, -0.3670, -0.1037], [-0.6976, -0.0315, -0.3578], [-0.2758, -0.0386, 0.1293], [0.7056, -0.0163, 0.3067], [-0.2679, -0.0564, 0.1132], [-0.1811, -0.0366, 0.1572], [0.6100, 0.0748, -0.1825], [-0.1417, 0.0475, 0.0855], [0.1500, -0.1601, 0.1917], [-0.0994, -0.0352, -0.2968], [-0.2851, 0.1028, -0.0270], [-0.1011, -0.1448, 0.1901], [0.4840, 0.0167, -0.1464]],
  "nbo_charge": [0.001, -0.949, 0.470, 0.477, -0.966, 0.474, 0.486, -0.966, 0.466, 0.476, -0.976, 0.489, 0.470, -0.953, 0.485, 0.463, -0.942, 0.485, 0.485, -0.956, 0.471, 0.489, -0.983, 0.505, 0.482, -0.949, 0.441, 0.493, -0.967, 0.480, 0.504, -0.930, 0.474, 0.471, -0.937, 0.456, 0.479]
}

=====

{
  "formula": "H25O12",
  "method": "wB97M-V/def2-TZVPD",
  "lumo_energy_ev": -2.8,
  "multiplicity": 1,
  "max_force_ev_per_a": 2.8,
  "relative_energy_kcal_mol": 50.27,
  "e_tot_ha": -917.588358,
  "total_charge": 1,
  "orbital_gap_ha": 0.3674,
  "elements": ["O", "H", "H", "O", "H", "H", "O", "H", "O", "H", "H", "O", "H", "H", "O", "H", "H", "O", "H", "H", "O", "H", "H", "O", "H", "H", "O", "H", "H", "O", "H", "H", "O", "H", "H", "H", "H"],
  "coordinates": [[-0.516, 0.513, -2.712], [0.460, -0.442, 0.831], [-3.328, -3.652, -1.322], [0.958, 2.351, -0.312], [0.379, 1.895, 0.321], [1.542, 2.788, 0.331], [-3.406, -0.419, 2.318], [-0.830, -2.244, -2.302], [-2.555, 1.119, -0.139], [-4.008, -0.513, 3.062], [-3.423, 0.789, -0.230], [3.702, 1.752, -0.500], [4.146, 1.010, -0.057], [4.394, 2.401, -0.722], [1.761, 0.564, -1.916], [-0.031, -0.105, 4.241], [1.462, 0.290, -0.936], [-3.556, -2.751, -1.088], [-4.192, -2.795, -0.365], [-0.919, 0.361, -3.568], [1.895, -2.178, -1.740], [-1.021, 0.065, -1.997], [1.682, -1.266, -1.624], [-0.556, -1.911, -1.454], [-2.918, -1.214, 2.227], [-1.122, -2.322, -0.782], [1.287, -0.063, 0.498], [1.443, 0.668, 1.208], [2.146, 1.464, -1.851], [0.021, -0.799, 3.582], [-2.230, 1.751, -0.787], [0.855, 0.733, -2.498], [1.733, 1.758, 2.377], [2.319, -2.660, -1.015], [2.269, 1.670, 3.174], [-0.832, -0.939, 3.149], [0.988, 2.332, 2.599]],
  "forces_ev_per_a": [[-0.6080, 0.5601, 0.0127], [0.1871, -0.4530, -0.3200], [-0.2162, -0.3105, 0.0381], [-0.6082, 1.1342, 1.2587], [-0.2705, 0.1482, -0.8510], [0.2694, 0.1044, -0.6625], [-0.5105, 1.3716, -0.0563], [-0.1541, -0.4885, -0.3641], [2.6776, 0.1198, 0.8593], [0.0647, -0.2159, 0.0377], [-1.4241, -0.0233, -0.6872], [0.6064, 0.3128, 0.0821], [-0.0528, 0.3689, -0.2966], [-0.2521, -0.5106, 0.2239], [-0.9641, 0.7642, -1.1904], [-0.5551, 0.0248, -0.0107], [0.3242, 0.7894, -0.2220], [0.2257, 0.4331, 0.1683], [0.0273, -0.1831, -0.1599], [-0.2229, -0.1078, -0.0281], [0.9951, -1.9025, -1.0876], [0.3313, -0.1874, -0.5174], [0.4289, -0.1713, 0.7963], [-0.8012, 0.6179, 1.2116], [0.3752, -1.2949, 0.0072], [-0.1159, 0.0805, -0.5810], [-0.3033, 0.6798, 1.5839], [0.3732, -1.4579, -1.1686], [0.3516, -0.5762, 0.6702], [0.3842, -0.4469, -0.6463], [-0.9801, -0.0376, -0.2662], [0.6785, -1.0387, 1.2337], [-0.1562, 0.4571, 0.1060], [-0.2898, 1.0576, -0.0313], [-0.0246, -0.0737, -0.0329], [0.0690, 0.4959, 0.6438], [0.1405, -0.0405, 0.2469]],
  "nbo_charge": [-0.952, 0.500, 0.478, -0.951, 0.465, 0.489, -0.943, 0.484, -0.980, 0.484, 0.497, -0.978, 0.493, 0.493, -0.872, 0.480, 0.539, -0.959, 0.482, 0.514, -0.959, 0.542, 0.469, -0.963, 0.460, 0.489, -0.964, 0.519, 0.561, -0.954, 0.486, 0.537, -0.957, 0.485, 0.513, 0.474, 0.496]
}

=====

{
  "formula": "H25O13",
  "method": "wB97M-V/def2-TZVPD",
  "lumo_energy_ev": 2.6,
  "multiplicity": 1,
  "max_force_ev_per_a": 2.5,
  "relative_energy_kcal_mol": 50.18,
  "e_tot_ha": -993.157765,
  "total_charge": -1,
  "orbital_gap_ha": 0.3173,
  "elements": ["O", "H", "H", "O", "H", "H", "O", "H", "O", "H", "H", "O", "H", "H", "O", "H", "H", "O", "H", "H", "O", "H", "H", "O", "H", "H", "O", "H", "H", "O", "H", "H", "O", "H", "H", "O", "H", "H"],
  "coordinates": [[0.092, -0.529, -0.638], [-0.866, -0.577, -0.613], [-1.178, 0.245, 1.535], [-3.386, -0.873, -2.050], [-3.874, -1.388, -1.401], [1.776, -0.025, 1.998], [-1.572, 1.140, 1.401], [-2.447, 1.367, 1.696], [0.624, -2.425, -2.456], [0.283, -1.647, -1.970], [0.534, -3.164, -1.862], [-1.049, -1.151, 2.609], [-0.431, -2.598, 1.718], [-1.364, -0.790, 3.441], [-3.617, -1.616, 2.007], [-3.844, -0.696, 1.984], [-2.658, -1.764, 2.232], [1.122, 2.031, 3.835], [0.799, 2.227, 2.988], [0.308, -0.008, 0.158], [1.095, 0.539, 1.609], [0.374, 0.184, 2.190], [-0.123, -3.889, 0.827], [0.124, -3.397, 1.597], [0.401, 1.558, 4.259], [-3.461, 0.050, -1.792], [1.173, 3.049, -1.735], [1.061, 2.875, -0.799], [0.294, 3.343, -2.002], [-0.947, 1.921, -3.157], [-1.071, 1.429, -2.367], [-0.094, 1.700, -3.524], [3.514, 1.747, -0.758], [4.052, 1.118, -1.260], [3.272, 2.259, -1.543], [3.208, -0.530, -2.421], [2.422, -0.767, -2.932], [2.747, -0.509, -1.566]],
  "forces_ev_per_a": [[-0.5483, 0.3290, -0.3417], [-0.3691, -0.1200, -0.0080], [-1.8334, -0.4497, 1.2689], [0.1412, -0.0797, -0.2278], [0.0617, 0.1467, 0.2052], [0.5602, 0.2181, -0.5014], [1.1125, 1.7185, -1.5018], [-0.1547, -1.0047, 0.4035], [-0.0979, 0.5246, -0.7237], [0.3767, -0.5480, 0.1260], [0.0040, -0.1563, 0.3832], [0.4489, 0.2528, -0.4989], [0.0431, -0.1050, 0.2159], [0.0202, -0.1283, 0.1243], [-0.5870, -1.5358, -0.2113], [0.5323, 0.5135, 0.1350], [-0.1019, 1.1766, -0.0828], [0.5679, -0.0359, 2.4724], [-0.5568, 0.2164, -2.0639], [0.7463, -0.0800, 0.0680], [-0.3294, -0.6718, 0.7471], [-0.1000, 0.0294, -0.3475], [-0.4660, -0.0246, -0.5809], [0.5505, 0.0723, 0.6347], [0.0266, -0.0231, -0.0028], [-0.1196, -0.0445, 0.1513], [-0.0890, 0.4476, -0.0412], [0.2538, -0.2953, 0.3519], [0.0355, -0.1317, -0.2594], [-0.7247, 1.1400, -1.3134], [0.2755, -0.9171, 1.0605], [0.3228, -0.3013, 0.2544], [0.6214, 0.1220, -0.9404], [0.1077, -0.4797, 0.5917], [-0.6927, 0.4517, 0.4851], [-0.8243, -0.1158, 0.2851], [0.3080, -0.2568, -0.5467], [0.4779, 0.1459, 0.2291]],
  "nbo_charge": [-1.008, 0.477, 0.519, -0.949, 0.480, 0.484, -1.046, 0.471, -0.987, 0.500, 0.466, -1.287, 0.522, 0.438, -1.018, 0.451, 0.524, -0.946, 0.484, 0.516, -0.980, 0.504, 0.447, -0.989, 0.461, 0.469, -0.970, 0.485, 0.481, -0.962, 0.482, 0.483, -0.949, 0.471, 0.475, -0.967, 0.483, 0.485]
}